Density functional theory data (ωB97M-V/def2-TZVPD) for 3 unconnected molecules or ions with the total composition C3H14N2O2.

ΔE to the lowest compared entry with this formula, charge and spin: 31.3 kcal/mol
Highest occupied orbital energy (alpha / beta): -13.59 / -13.59 eV
Lowest unoccupied orbital energy (alpha / beta): -3.24 / -8.82 eV
Kohn-Sham gap (alpha / beta): 0.380 / 0.175 hartree

ORCA input file:
```
! RIJCOSX wB97M-V def2-TZVPD def2/J DEFGRID3
* xyz 1 2
O 2.66 -2.44 -1.22
O -4.41 3.18 -2.69
N -0.62 -0.64 -0.05
N 1.33 -1.97 1.24
C 0.12 1.59 0.68
C 1.22 -0.51 1.50
C 0.50 0.21 0.33
H -0.87 -0.76 -1.03
H 0.49 -2.49 1.44
H 2.12 -2.36 1.75
H 0.45 -0.35 2.30
H -4.60 3.52 -3.59
H 1.26 0.29 -0.48
H -0.85 1.53 1.29
H 2.27 -0.15 1.69
H 0.79 2.15 1.33
H -1.50 -0.21 0.37
H 2.05 -3.18 -1.38
H 2.11 -1.76 -0.66
H -4.34 2.24 -2.65
H -0.17 2.12 -0.19
*
```

Atom charges from the Mulliken analysis, given in e for atoms 1 to 8: O -0.6180; O -0.6396; N -0.5609; N -0.2346; C -1.4783; C -0.5554; C 0.3093; H 0.2688

=====

Density functional theory data (ωB97M-V/def2-TZVPD) for a gas-phase ion, C4H10NO2 (charge +1).

ΔE to the lowest compared entry with this formula, charge and spin: 31.7 kcal/mol
Highest occupied orbital energy: -14.58 eV
Lowest unoccupied orbital energy: -3.28 eV
Kohn-Sham gap: 0.416 hartree

ORCA input file:
```
! RIJCOSX wB97M-V def2-TZVPD def2/J DEFGRID3
* xyz 1 1
O 1.77 1.10 1.37
O -2.16 0.52 -1.46
N 0.22 1.18 -0.69
C 0.98 -0.08 1.27
C 0.44 -0.21 -0.16
C -0.78 -1.09 -0.30
C -2.04 -0.58 -0.96
H -0.55 -2.03 -0.79
H -1.14 -1.43 0.67
H -2.90 -1.28 -0.93
H 1.03 1.76 -0.43
H -0.64 1.59 -0.33
H 0.11 1.15 -1.70
H 2.68 0.91 1.64
H 1.52 -0.97 1.57
H 0.18 0.00 1.99
H 1.28 -0.55 -0.77
*
```

Atom charges from the Mulliken analysis, given in e for atoms 1 to 8: O -0.5637; O -0.5097; N -0.3304; C -0.7475; C 0.2523; C -0.9211; C 0.0806; H 0.4174

=====

Density functional theory data (ωB97M-V/def2-TZVPD) for a molecular structure, C30H23FN5O7SV.

Highest occupied orbital energy (alpha / beta): -3.13 / -4.87 eV
Lowest unoccupied orbital energy (alpha / beta): 1.29 / 1.25 eV
Kohn-Sham gap (alpha / beta): 0.162 / 0.225 hartree

ORCA input file:
```
! RIJCOSX wB97M-V def2-TZVPD def2/J DEFGRID3
* xyz -1 4
V 0.00 0.00 0.01
S 1.64 -1.54 1.13
F 3.40 -1.98 -5.41
O -3.14 -2.57 -0.21
O 0.41 -0.82 -1.62
O -1.30 3.13 6.02
O -2.69 2.86 -0.38
O -1.43 -1.25 0.29
O -2.54 4.42 4.66
O -1.21 1.25 -0.78
N -0.55 0.94 1.63
N 3.37 -2.62 -0.57
N 1.55 1.22 -0.29
N -1.67 -3.56 -3.89
N 3.14 -0.46 -0.92
C -0.24 -1.68 -2.28
C 2.14 -2.35 -5.05
C -2.42 -4.56 -4.65
C -0.12 0.73 2.87
C -3.93 -4.39 -4.49
C -1.86 2.04 -0.02
C 2.70 -1.51 -0.16
C -0.55 -4.69 -6.29
C 2.05 3.53 -0.78
C -1.49 -2.26 -1.87
C -0.51 1.50 3.94
C 3.25 3.18 -1.41
C -0.41 -3.16 -4.29
C 3.61 1.85 -1.39
C 2.75 0.89 -0.86
C -1.81 3.48 4.95
C 3.09 -3.94 -0.07
C -2.04 -4.47 -6.12
C 0.30 -2.20 -3.53
C 4.21 -2.28 -1.59
C -1.42 2.54 3.74
C -1.47 1.91 1.44
C -2.13 -3.14 -2.67
C 1.57 -1.79 -3.94
C 1.47 -3.30 -5.81
C -2.09 -2.00 -0.49
C -1.92 2.73 2.46
C 4.07 -0.96 -1.82
C 1.29 2.54 -0.22
C 0.19 -3.69 -5.44
H 1.94 -3.73 -6.68
H 3.42 -4.04 0.96
H -4.22 -3.35 -4.68
H -4.27 -4.67 -3.50
H -0.13 1.34 4.93
H 1.73 4.56 -0.72
H -2.61 -5.21 -6.68
H 4.84 -3.00 -2.08
H -2.31 -3.48 -6.50
H -2.64 3.51 2.26
H -0.28 -5.71 -5.98
H -3.07 -3.54 -2.32
H 3.58 -4.68 -0.70
H -4.43 -5.03 -5.21
H -2.14 -5.56 -4.27
H 0.39 2.82 0.31
H 4.54 -0.36 -2.57
H 2.01 -4.10 -0.10
H 3.89 3.93 -1.86
H 2.07 -1.03 -3.36
H 0.58 -0.09 3.00
H 4.58 1.56 -1.77
H -0.26 -4.57 -7.33
*
```

Atom charges from the Mulliken analysis, given in e for atoms 1 to 8: V -0.0199; S -0.6894; F -0.3935; O -0.8207; O -0.3092; O -0.7255; O -0.7754; O -0.4437

=====

Density functional theory data (ωB97M-V/def2-TZVPD) for a molecular structure, C6H8N2.

ΔE to the lowest compared entry with this formula, charge and spin: 204.6 kcal/mol
Highest occupied orbital energy: -9.59 eV
Lowest unoccupied orbital energy: 0.56 eV
Kohn-Sham gap: 0.373 hartree

ORCA input file:
```
! RIJCOSX wB97M-V def2-TZVPD def2/J DEFGRID3
* xyz 0 1
N 1.77 -0.06 -1.41
N -0.54 -0.06 -0.40
C 1.11 3.18 -0.96
C -0.15 -1.44 -0.12
C -1.31 -1.36 0.84
C 0.73 0.52 -0.82
C -0.87 0.26 1.09
C 1.13 1.94 -0.64
H -1.82 1.10 1.20
H 1.36 4.22 -1.10
H 0.21 0.33 1.77
H -2.24 -1.43 0.07
H -0.12 -2.48 -0.66
H 1.67 -1.20 -1.49
H -1.79 -2.03 2.08
H 0.87 -1.51 0.55
*
```

Atom charges from the Mulliken analysis, given in e for atoms 1 to 8: N -0.6349; N -0.1304; C -0.2735; C -0.5300; C -0.5705; C 0.7114; C -0.4099; C -0.4306

=====

Density functional theory data (ωB97M-V/def2-TZVPD) for 6 unconnected molecules or ions with the total composition C48H73IN2O10S2.

Highest occupied orbital energy: -8.51 eV
Lowest unoccupied orbital energy: -0.47 eV
Kohn-Sham gap: 0.295 hartree

ORCA input file:
```
! RIJCOSX wB97M-V def2-TZVPD def2/J DEFGRID3
* xyz 0 1
I 5.10 6.99 0.84
S -5.86 -2.54 -3.28
S -5.43 -0.79 -0.82
O 1.03 -3.53 1.22
O 0.60 -8.32 -3.06
O 1.57 3.52 2.47
O 3.23 0.85 -1.16
O 0.74 3.10 -4.51
O -5.59 1.80 3.93
O -0.96 3.80 5.61
O 8.29 6.18 2.62
O -2.38 -6.54 -1.27
O -0.36 2.38 4.15
N -3.71 -0.91 -2.98
N -0.37 3.71 4.60
C 0.50 -0.35 -0.31
C 2.35 5.17 -2.39
C 1.68 7.52 -1.34
C -4.45 -7.64 -1.67
C -2.53 -0.51 2.25
C 8.67 6.29 4.96
C -1.25 0.05 1.53
C 1.20 -2.62 2.32
C -2.15 -7.63 -2.18
C 1.29 3.12 1.37
C -7.59 2.99 4.38
C 2.88 -7.66 -2.94
C 1.87 5.97 -1.29
C -7.01 1.69 3.83
C 1.68 3.89 0.06
C 1.31 -8.94 -4.15
C 1.48 -7.40 -2.40
C 0.54 1.77 1.10
C -4.95 -1.45 -2.46
C -5.24 3.16 4.22
C -3.71 -0.24 -5.49
C 2.59 -8.14 -4.35
C -3.94 0.17 -3.98
C 2.08 -4.70 3.00
C -6.50 3.98 4.02
C 2.20 3.07 -1.06
C 1.39 -4.85 1.65
C -3.78 -0.35 -0.08
C 3.12 8.21 -1.28
C -3.73 -6.62 -0.79
C 2.31 1.54 -0.79
C -3.32 -8.58 -2.04
C -2.25 -2.89 -2.27
C 8.64 4.87 3.08
C 8.46 7.11 3.70
C 2.55 3.71 -2.32
C 1.51 5.32 -0.01
C -1.25 2.23 3.02
C -2.79 -1.96 -3.45
C -0.64 -0.76 0.46
C 3.06 2.90 -3.53
C -0.64 1.34 1.89
C 1.40 -3.47 3.57
C 3.56 8.43 0.23
C 9.34 5.04 4.41
C 1.89 2.26 -4.40
C -3.87 -0.11 1.48
C 1.09 0.96 0.01
H -7.35 0.81 4.39
H -4.84 -7.15 -2.57
H 3.39 -8.74 -4.78
H -8.56 3.23 3.96
H 1.52 -9.97 -3.87
H -7.27 1.56 2.78
H 2.08 -2.00 2.12
H -4.08 0.98 1.65
H -2.61 -0.23 -5.72
H -3.22 -2.66 -4.21
H 0.00 2.71 -4.02
H 7.70 6.03 5.39
H -4.90 3.20 5.26
H -4.75 -0.69 1.85
H 3.84 7.56 -1.84
H 1.15 -6.38 -2.65
H -3.33 0.51 -0.64
H -1.20 -8.10 -1.95
H -4.42 3.48 3.57
H 3.15 -4.50 2.85
H -4.15 -1.24 -5.75
H -1.32 -2.39 -1.88
H 2.30 2.14 -5.45
H 0.43 -3.75 3.99
H 7.59 7.76 3.76
H 1.12 5.85 0.88
H 0.47 -5.44 1.74
H 0.32 -1.98 2.40
H 2.69 8.39 0.92
H 9.27 4.38 2.33
H -3.15 -1.26 -0.24
H -5.28 -8.12 -1.16
H -5.00 0.52 -3.84
H -3.30 1.07 -3.73
H 1.10 7.81 -2.26
H 10.41 5.23 4.26
H 3.35 -8.46 -2.36
H 1.99 -5.59 3.62
H 9.34 7.72 3.47
H 3.52 -6.78 -2.90
H -7.69 2.92 5.47
H 2.03 -5.32 0.90
H -1.87 -1.45 -3.85
H 0.93 -0.98 -1.13
H 3.75 2.06 -3.26
H 4.04 9.44 0.30
H -2.21 1.80 3.43
H -1.54 3.25 2.63
H 3.57 3.63 -4.22
H -4.20 -5.63 -0.83
H 7.72 4.29 3.18
H -2.46 -1.63 2.18
H 2.61 5.68 -3.35
H -3.51 -9.16 -2.94
H -3.70 -6.95 0.25
H 1.12 7.90 -0.44
H -4.21 0.51 -6.16
H -2.09 -7.21 -3.19
H 0.67 -8.94 -5.04
H 1.60 1.24 -4.03
H -6.59 4.28 2.97
H 9.25 6.81 5.72
H 9.24 4.17 5.06
H -2.61 -0.13 3.30
H -3.01 -3.05 -1.46
H -6.52 4.89 4.63
H -3.14 -9.28 -1.22
H -1.15 -1.73 0.27
H -1.90 -3.88 -2.67
H 1.98 -2.96 4.34
H 1.41 -7.53 -1.32
H 3.09 9.19 -1.83
H 2.40 -7.29 -5.00
*
```

Atom charges from the Mulliken analysis, given in e for atoms 1 to 8: I 0.0227; S -0.1683; S -0.2093; O -0.3160; O -0.4181; O -0.5055; O -0.5625; O -0.5286

=====

Density functional theory data (ωB97M-V/def2-TZVPD) for C21H16ClF3N2O2 in the gas phase.

Highest occupied orbital energy: -8.98 eV
Lowest unoccupied orbital energy: 0.19 eV
Kohn-Sham gap: 0.337 hartree

ORCA input file:
```
! RIJCOSX wB97M-V def2-TZVPD def2/J DEFGRID3
* xyz 0 1
Cl 3.91 -1.96 1.92
F -3.25 -3.06 1.46
F -5.05 -3.72 0.48
F -3.21 -3.58 -0.63
O -5.07 2.29 -1.00
O 2.76 2.61 -0.59
N 3.00 0.96 0.93
N -4.05 0.77 0.34
C -0.06 2.19 -0.53
C 0.80 1.82 0.50
C -3.44 1.85 1.12
C 2.27 1.84 0.21
C 4.50 -1.70 0.31
C -5.40 0.00 -1.48
C -3.95 -2.96 0.32
C 0.28 1.49 1.74
C -4.87 1.12 -0.75
C -4.27 -1.55 -0.04
C 5.17 -0.24 -1.46
C -1.43 2.21 -0.32
C -5.12 -1.28 -1.15
C 5.21 -2.61 -1.78
C 4.71 -0.40 -0.15
C 4.42 0.79 0.72
C -3.77 -0.50 0.67
C -1.95 1.86 0.92
C -1.09 1.51 1.95
C 4.75 -2.80 -0.49
C 5.42 -1.33 -2.27
H 5.32 0.76 -1.83
H 4.91 0.68 1.69
H 2.54 0.24 1.46
H -3.89 2.77 0.75
H -3.11 -0.65 1.51
H 0.93 1.24 2.56
H -6.03 0.24 -2.32
H 4.58 -3.79 -0.11
H -3.70 1.71 2.18
H 4.77 1.70 0.23
H 5.78 -1.18 -3.27
H -1.48 1.26 2.92
H -2.10 2.50 -1.12
H -5.52 -2.11 -1.71
H 5.41 -3.47 -2.41
H 0.36 2.47 -1.48
*
```

Atom charges from the Mulliken analysis, given in e for atoms 1 to 8: Cl -0.2413; F -0.2859; F -0.2573; F -0.2532; O -0.6568; O -0.6602; N 0.0307; N 0.1799

=====

Density functional theory data (ωB97M-V/def2-TZVPD) for a molecular structure, C70H61N12O3SSb2Ti.

ΔE to the lowest compared entry with this formula, charge and spin: 22.3 kcal/mol
Highest occupied orbital energy (alpha / beta): -8.14 / -8.17 eV
Lowest unoccupied orbital energy (alpha / beta): -3.85 / -3.84 eV
Kohn-Sham gap (alpha / beta): 0.158 / 0.159 hartree

ORCA input file:
```
! RIJCOSX wB97M-V def2-TZVPD def2/J DEFGRID3
* xyz 1 1
Sb -2.21 -2.50 0.07
Sb -2.74 0.52 1.83
Ti -0.18 0.52 -0.69
S 1.76 6.97 0.78
O 2.14 0.93 -0.80
O -1.90 0.45 -1.05
O 5.76 0.60 1.49
N 1.13 -0.02 3.48
N 2.52 -3.00 -0.42
N -0.18 2.46 -0.94
N 0.27 0.07 -2.50
N -0.57 -0.25 -3.46
N 1.76 -3.30 -1.47
N 1.71 7.12 -1.84
N 7.18 2.21 1.04
N 0.46 0.82 1.53
N 0.85 -1.59 -0.37
N 7.49 1.16 0.27
N 1.39 1.28 3.45
C 6.15 1.88 1.76
C -3.82 2.39 1.64
C 0.56 -0.27 2.34
C -4.02 0.10 -4.60
C 6.64 0.21 0.54
C 7.26 -1.47 -1.17
C -4.65 -0.51 2.17
C 3.32 -1.02 -4.30
C -5.56 -4.61 -2.89
C -1.51 -0.54 5.91
C -2.12 -0.98 -5.66
C 3.27 2.72 3.95
C -0.50 3.30 0.09
C -0.68 -5.16 -0.46
C 3.73 -3.73 -0.14
C 1.97 -1.97 0.23
C 0.47 3.02 -2.00
C -3.90 0.80 -2.29
C 0.70 -6.38 1.07
C -1.78 1.84 6.00
C -1.91 -0.52 4.59
C 6.43 -1.05 -0.14
C 0.92 4.31 -2.02
C 2.09 1.96 4.52
C 3.09 1.76 -0.15
C -5.11 -3.33 -3.15
C -4.85 -1.84 1.47
C 0.77 -2.45 -1.42
C 5.29 2.67 2.62
C 3.37 4.10 4.02
C 1.60 -0.17 -2.84
C -4.21 -0.81 -6.83
C -5.46 3.94 2.46
C -2.55 0.43 -2.20
C -0.07 4.59 0.15
C -3.70 -2.82 1.64
C 1.98 -0.83 -4.01
C 6.94 -2.62 -1.87
C -1.45 0.65 6.62
C 5.39 4.06 2.71
C -2.66 -0.30 -4.56
C 4.29 -0.57 -3.43
C -3.76 3.10 0.45
C -0.45 -4.40 1.79
C 3.94 0.08 -2.26
C -4.68 2.82 2.65
C -3.55 -3.50 -1.32
C 5.79 -3.33 -1.57
C 2.60 0.29 -1.96
C -2.16 1.85 4.66
C -4.56 4.22 0.26
C 0.73 5.14 -0.88
C -5.41 4.64 1.27
C 0.39 -5.47 2.07
C 5.30 -1.80 0.20
C -2.88 -1.24 -6.77
C -4.61 0.69 -3.46
C 1.35 6.42 -0.74
C -4.99 -5.35 -1.87
C -4.77 -0.16 -5.77
C 0.16 -6.22 -0.19
C -3.99 -4.80 -1.09
C 4.25 2.01 3.27
C -4.12 -2.78 -2.36
C 4.44 4.76 3.42
C -1.01 -4.25 0.53
C 4.97 -2.94 -0.52
C -1.88 -0.03 -3.38
C 0.98 1.79 2.28
C -2.25 0.66 3.95
H 8.13 -0.89 -1.42
H 2.61 4.67 4.53
H -0.32 5.23 0.99
H 1.40 2.63 5.04
H 2.55 2.47 0.46
H 2.41 1.17 5.20
H -5.64 1.01 -3.50
H 6.19 4.57 2.20
H -1.10 -1.33 -5.58
H 0.39 -6.93 -0.97
H 0.18 -1.24 2.07
H 0.80 -5.59 3.06
H -4.51 4.75 -0.68
H -5.81 0.14 -5.79
H -6.12 4.27 3.25
H 3.70 2.31 -0.88
H -5.05 -1.68 0.41
H 4.19 0.93 3.22
H -4.80 -1.01 -7.72
H -2.45 -1.80 -7.60
H -6.03 5.51 1.12
H 4.72 0.43 -1.61
H -3.54 -5.38 -0.29
H -5.76 -2.29 1.88
H -3.25 -2.72 2.63
H -6.36 -5.04 -3.48
H -4.38 1.16 -1.39
H 5.34 -0.70 -3.66
H -0.04 -2.46 -2.14
H -1.25 -1.47 6.38
H -1.11 -5.04 -1.45
H -1.74 2.77 6.55
H -1.96 -1.46 4.04
H 3.75 -3.97 0.92
H -4.74 2.26 3.57
H 7.58 -2.95 -2.67
H 3.74 1.15 0.49
H 0.61 2.38 -2.87
H 1.21 -1.17 -4.67
H -3.10 2.76 -0.34
H -5.42 0.19 1.85
H 1.34 -7.22 1.28
H 2.12 8.03 -1.71
H 2.37 -1.56 1.14
H -5.33 -6.36 -1.67
H -1.13 2.90 0.87
H 1.05 2.83 2.03
H -2.41 2.79 4.19
H -3.79 -1.77 -2.56
H 4.49 5.84 3.48
H 3.67 -4.65 -0.72
H -4.73 -0.64 3.25
H -1.15 0.65 7.66
H 1.46 4.68 -2.88
H 3.60 -1.49 -5.23
H -4.05 -3.85 1.53
H 5.53 -4.20 -2.15
H -0.69 -3.69 2.58
H -5.53 -2.75 -3.96
H 1.25 6.93 -2.72
H 4.68 -1.47 1.02
*
```

Atom charges from the Mulliken analysis, given in e for atoms 1 to 8: Sb -0.0367; Sb 0.0579; Ti 0.5714; S -0.2791; O 1.5122; O 0.5664; O -0.1439; N -1.0947

=====

Density functional theory data (ωB97M-V/def2-TZVPD) for a molecular structure, C4H12B2F8O2RbS2.

ΔE to the lowest compared entry with this formula, charge and spin: 0.0 kcal/mol
Highest occupied orbital energy: -6.79 eV
Lowest unoccupied orbital energy: 1.88 eV
Kohn-Sham gap: 0.319 hartree

ORCA input file:
```
! RIJCOSX wB97M-V def2-TZVPD def2/J DEFGRID3
* xyz -1 1
Rb -1.08 0.15 1.22
S -1.85 -2.15 -1.73
S 1.92 0.79 -1.53
F -1.97 -3.45 2.24
F -1.16 4.85 1.98
F -0.62 -3.63 4.10
F 0.16 -2.52 2.23
F 0.04 2.91 1.48
F -1.54 -1.59 3.49
F -1.38 2.93 3.25
F -2.18 2.98 1.08
O 1.27 -0.18 -0.60
O -2.53 -1.11 -0.88
C -0.79 -3.00 -0.54
C 3.36 1.48 -0.68
C -0.60 -1.30 -2.72
C 0.93 2.27 -1.51
B -0.97 -2.80 3.02
B -1.18 3.48 1.96
H -0.89 -1.34 -3.77
H -1.37 -3.60 0.15
H 4.20 0.82 -0.82
H 0.39 -1.73 -2.56
H 0.65 2.52 -0.49
H 0.01 2.07 -2.05
H 3.54 2.44 -1.16
H -0.10 -3.55 -1.19
H -0.64 -0.27 -2.38
H 1.44 3.14 -1.92
H 3.11 1.64 0.37
H -0.20 -2.23 -0.03
*
```

Atom charges from the Mulliken analysis, given in e for atoms 1 to 8: Rb 1.0330; S 0.3947; S 0.3822; F -0.4051; F -0.3596; F -0.3636; F -0.3877; F -0.3879

=====

Q: What is the formula in the seventh record?
A: C70H61N12O3SSb2Ti